{
  "formula": "C57H122F15N7O9P",
  "method": "the ωB97M-V functional and the def2-TZVPD basis",
  "species": ["H", "H", "H", "C", "H", "H", "H", "C", "H", "H", "C", "F", "H", "C", "H", "C", "N", "H", "C", "F", "H", "C", "C", "H", "F", "C", "C", "C", "H", "H", "H", "C", "H", "H", "C", "C", "H", "H", "F", "H", "H", "C", "H", "H", "H", "H", "C", "H", "H", "C", "H", "H", "H", "H", "H", "H", "H", "H", "H", "H", "C", "C", "H", "H", "N", "H", "N", "H", "H", "H", "H", "H", "H", "F", "H", "H", "F", "H", "N", "C", "H", "H", "C", "C", "H", "C", "N", "H", "F", "O", "C", "C", "H", "H", "N", "H", "F", "H", "H", "F", "H", "O", "C", "H", "O", "H", "O", "C", "C", "H", "O", "H", "C", "H", "H", "O", "F", "H", "H", "H", "H", "H", "H", "C", "H", "H", "F", "C", "C", "C", "F", "H", "N", "H", "H", "C", "O", "H", "F", "H", "C", "H", "H", "C", "C", "H", "C", "H", "H", "C", "C", "H", "C", "H", "H", "H", "C", "H", "H", "C", "H", "H", "H", "F", "H", "H", "H", "H", "C", "H", "C", "H", "H", "H", "H", "C", "H", "H", "C", "H", "H", "O", "C", "C", "H", "H", "C", "H", "P", "H", "H", "C", "H", "H", "F", "C", "O", "H", "H", "C", "C", "H", "C", "H", "H", "C", "H", "H", "H", "H", "C"],
  "coordinates": [[-3.51206, 9.37669, 6.02276], [-1.05425, 3.82307, -3.22955], [6.14667, 0.57612, -5.76583], [-3.76027, 7.54589, 7.05550], [0.54818, -1.36502, 1.69200], [-5.23157, 5.79707, 8.36280], [0.76835, 0.76420, 2.47359], [6.48546, 0.10949, -2.56483], [-1.34110, 6.26294, -2.93609], [-2.75626, -3.60755, 8.77955], [-4.81591, -1.56934, -2.22116], [3.15585, -2.59989, -2.79581], [-1.22904, 0.06983, -8.47825], [7.20204, 3.01534, -3.70393], [-1.87695, -0.25136, -2.46609], [-5.05104, 4.21509, 5.39757], [-0.37582, -0.56055, -0.02293], [2.48350, -5.71288, 3.02281], [-0.88929, -1.93757, -0.48318], [4.10948, -1.53810, -4.38649], [-5.83747, 3.77517, 6.04847], [2.39045, -3.43748, -6.13668], [-0.17633, -5.26042, 5.80367], [1.59939, -1.13467, 0.38972], [-0.90923, -1.42261, 3.38790], [3.42358, 0.11132, 2.77362], [-4.08785, 5.22969, 6.05908], [-2.74596, -3.43038, -4.15489], [-3.59672, 7.33736, 8.09688], [8.12982, -0.27034, -5.46394], [8.45180, 1.60522, -2.44024], [-1.10013, -6.09536, 7.92121], [-0.76630, -3.35969, 4.84589], [-5.59135, 4.69607, 4.57530], [8.08205, 1.78076, -3.39875], [-1.61303, -5.42815, 9.23511], [1.78007, -4.23056, -6.44963], [4.72630, -1.86476, 0.54358], [1.67244, 1.83386, -3.74778], [-2.80914, 7.33070, 6.50120], [3.30264, -0.96254, 2.54080], [-3.21894, 3.35376, 3.71542], [0.90241, -3.49781, 5.42977], [-3.30034, -5.11064, 7.06200], [0.18833, 4.74563, 0.05736], [-3.61574, 4.74324, 6.93349], [-4.20611, -2.84440, -7.57829], [6.53878, 3.18277, -2.88015], [0.18214, -3.70916, 7.93279], [2.82306, -5.95762, -2.93892], [-4.43773, -3.19238, -8.62434], [-1.71933, -6.92582, 7.62000], [5.81194, -0.64813, -2.93927], [-2.47334, 1.18432, -7.88359], [-6.20667, 7.27211, 7.84339], [-2.54402, 1.77594, -0.36138], [-5.51824, 3.76452, -1.86987], [1.73150, -0.95695, -5.30212], [5.48808, -2.56949, -0.86114], [3.46709, -1.69358, -6.96496], [-2.52480, -4.94204, 6.27259], [1.88570, 2.87001, -2.97406], [1.91645, 6.67003, -0.24845], [-6.48832, 8.65826, 6.44484], [-3.27907, -0.76503, -8.36660], [1.93786, -6.93368, -1.36809], [-4.76566, 6.48868, 6.51657], [-2.43608, 0.72306, -9.53635], [-4.60125, 9.57876, 7.48035], [-2.18473, -0.64968, 1.15432], [1.23202, -3.59309, 3.17935], [-5.71903, 9.36944, 5.04474], [-3.90696, -3.81498, -7.14242], [-2.44037, -5.74663, -4.11534], [8.92724, 1.78463, -4.11931], [-0.08529, -6.39676, 8.06419], [2.68555, 2.43715, -1.95535], [5.15854, 0.93238, -4.33247], [-1.16675, -4.99968, 6.88815], [1.20326, 4.54405, -0.39116], [-5.15841, -2.50777, -7.16389], [-1.30935, 0.86575, 1.31482], [2.12862, -5.36713, 4.04158], [6.39641, 2.62881, -4.94086], [-1.64955, -2.96237, -5.70240], [2.77880, 0.94312, 1.61879], [2.73620, -6.37878, -1.69776], [8.21538, 0.00547, -1.08392], [2.61983, 3.70682, -3.68232], [-2.02154, -1.97797, -6.97894], [-2.29479, 6.38683, -3.39641], [-1.53260, 0.59144, -1.78069], [4.42226, -1.19274, -1.00920], [-3.93519, -0.59798, -3.84713], [7.19456, 0.61461, -3.80022], [1.70714, -6.17277, 4.62052], [-2.19747, 0.33015, 5.82356], [-1.51422, 1.46613, -2.45841], [0.71766, -5.58778, 6.29151], [-0.30564, -0.79799, 5.44633], [-5.83443, -1.16142, -2.17283], [1.09695, 4.74765, -1.75916], [7.32509, -0.49249, -1.43403], [1.73457, -1.66918, -7.25379], [-2.51640, 4.17367, -2.59339], [2.76137, -2.82716, -8.07085], [3.91625, -5.50091, -3.33587], [-2.39748, 0.73070, -0.54561], [-1.68593, 0.10085, 0.61214], [-3.71815, 3.56872, 2.76864], [-1.51007, -3.35345, -4.81499], [-1.90339, -1.81900, -0.74257], [-4.28286, 8.94376, 6.64185], [-4.85379, 3.23048, -3.35221], [-3.80225, 2.41012, 5.57272], [1.74687, -3.03572, -4.93346], [-1.04367, 0.81784, 4.00007], [-4.97564, 2.21630, 4.53093], [7.03319, 2.80410, -5.75687], [-0.31002, -2.26203, -1.31476], [4.66870, -6.77835, -1.72800], [0.86090, -6.77208, -3.46495], [3.32635, -3.79663, -5.81070], [3.99026, -6.51566, -0.94389], [-2.68789, 4.24958, 3.99971], [-4.84785, 6.10414, -3.21566], [-1.37342, -4.68858, -2.55711], [-3.08193, -1.87527, -7.59550], [6.13958, 1.10779, -4.79728], [-2.27389, 0.33689, -8.57440], [-2.30179, -1.85532, 5.29672], [7.65567, -1.50615, -1.68329], [-4.45445, 5.24328, -3.00015], [-3.41438, 0.33699, -0.67969], [-2.73448, -3.94180, 5.93957], [-5.59096, 8.59011, 5.82846], [-2.97871, -2.31635, -3.31302], [3.03709, 1.94480, 1.66718], [-2.91324, -0.45114, 3.72313], [1.48585, 3.53914, -0.21612], [1.58259, -6.05181, -3.83709], [0.14742, 2.96135, -1.80011], [-6.28716, 6.82024, 5.00124], [2.95183, -1.63244, -3.62255], [-0.88493, -3.72338, 7.66393], [-2.13475, 6.25056, -4.42153], [6.40821, -0.64538, -0.15060], [-4.66410, 7.23330, 4.46995], [-3.26748, 5.48520, 5.38183], [-4.24480, 3.02804, 4.79885], [2.19431, 5.63971, 0.06736], [-1.07908, -2.85283, 7.07227], [1.19104, 0.71610, 1.53440], [7.11081, -1.15616, 0.54827], [-2.46695, -5.87115, 9.69259], [4.13885, -5.57799, -0.42239], [1.72695, -1.72186, -4.50983], [3.21261, 0.72194, 0.64363], [-0.48741, -6.16294, 5.26666], [0.92231, -4.52505, 3.65914], [0.62424, -0.21711, -1.77293], [1.06835, -5.06309, -3.78322], [5.89904, 0.94988, -2.20365], [-3.51037, -4.98516, -2.35334], [1.94259, -6.22122, -4.82285], [-1.45523, -3.24398, 9.82576], [-0.81648, -5.68944, 9.93299], [0.20953, 1.25938, -0.87796], [2.59657, -2.31853, -7.14810], [-3.59121, -3.60844, -4.79650], [-3.10524, 5.18915, -2.94214], [3.95646, -7.20633, -0.09976], [2.92184, 0.27153, 3.71764], [0.36671, -5.04811, 2.85611], [7.58142, -1.38448, -4.29781], [0.67997, 3.58458, -2.50463], [-6.50748, 5.59444, 7.19974], [-2.74649, 7.37623, -3.32292], [-5.36080, 7.24174, 5.30650], [-4.88770, -2.60238, -1.73989], [6.18009, 0.33308, 0.29296], [0.66633, -1.62855, -3.74656], [-4.17099, -1.65006, -3.56228], [-5.29224, 4.06169, -2.89904], [-4.80385, -2.10016, -4.38201], [2.41397, 5.65547, 1.12461], [-1.72418, -3.91548, 8.93716], [-2.43239, 2.58740, 3.64572], [-1.62671, -0.58504, 4.64437], [-0.19495, -2.00572, -4.13110], [9.07239, -0.48846, -4.05685], [8.02771, -0.44275, -4.36801], [2.92409, -4.83439, 4.62587], [-0.80156, -2.65775, 0.32782], [2.97765, -0.43838, -3.01216], [0.11909, -4.03109, 4.89804], [-0.09255, 3.97992, -3.55157], [3.04461, 5.42195, -0.52020], [7.82103, 3.89789, -3.82325], [-0.14721, 0.30438, -1.20823], [-5.70611, 6.29878, 7.55084], [-2.64273, -5.69335, 5.46847], [5.22491, -1.61359, -0.38171], [-6.32649, 4.18667, -3.27243], [5.42795, 3.07134, -5.03847], [0.76963, -0.65060, 0.92242], [-4.12245, -0.76347, -8.93697], [0.74135, 1.51275, 0.97908], [-4.12054, -1.04388, -1.57965], [4.53556, 0.16665, 3.02004], [-2.53930, -4.67130, -3.28058]],
  "forces_ev_per_a": [[-0.117, 0.544, -0.059], [1.211, 0.937, -0.669], [0.379, 0.034, 0.723], [1.090, -0.509, -1.540], [-0.640, -0.108, 0.416], [0.346, -0.015, 0.829], [-0.763, 0.192, 2.213], [0.345, -0.029, 0.297], [0.669, 0.477, 0.471], [-0.150, -0.257, -0.333], [-1.244, -1.836, 1.450], [-0.433, -0.657, 1.008], [-0.127, -0.648, 0.136], [0.165, -0.571, 0.743], [0.432, 0.826, 0.980], [0.325, -0.442, -0.511], [-2.769, -0.234, 0.796], [0.277, -0.041, 1.582], [1.433, 0.680, 1.030], [-0.428, -0.613, -0.405], [0.698, 0.542, 0.006], [0.376, 2.021, 0.702], [0.124, 0.342, -0.493], [-0.074, 0.370, -0.353], [-0.434, -0.134, 0.475], [0.783, -0.848, -0.494], [-0.353, -1.233, 0.644], [1.825, 0.100, 1.372], [-0.053, 0.076, 0.417], [-0.164, 0.128, 0.673], [0.386, 0.024, 1.571], [-1.514, 0.875, 0.741], [0.780, -0.698, -0.802], [0.078, 0.059, 0.026], [-0.770, 0.911, -3.474], [1.516, -0.041, -0.201], [-0.664, -1.036, -1.010], [0.027, -0.042, 0.461], [-0.837, -1.147, -0.404], [-0.769, 0.189, 0.626], [-0.163, 0.269, 0.103], [-0.269, -0.112, 0.336], [-0.189, 0.564, 0.300], [0.767, -0.188, -0.590], [0.689, -0.464, -0.073], [-0.251, 0.384, -0.195], [-0.451, -2.204, -1.248], [-0.400, 0.273, 0.642], [-0.223, -0.262, -0.246], [1.120, 0.976, -2.384], [0.158, 0.713, 0.718], [0.002, -0.246, -0.337], [-0.295, -0.141, 0.053], [0.093, -0.656, -0.159], [0.855, -1.323, -0.123], [-0.047, 0.681, 0.298], [0.544, 0.174, 0.230], [0.507, -0.215, 0.027], [0.354, 0.389, 0.159], [0.063, -0.064, 0.284], [-1.460, -0.394, 0.937], [1.857, 0.304, -0.248], [-0.394, -0.848, 0.222], [0.165, -0.028, 0.010], [0.523, -0.136, -0.049], [0.514, 0.590, -0.583], [2.113, 1.833, -2.264], [-0.168, 0.384, -1.425], [0.688, -0.133, -0.234], [-0.617, -0.864, 0.664], [0.222, -0.028, -0.161], [-0.031, -0.757, 0.283], [-0.036, 0.683, 0.316], [-0.381, 0.737, 0.499], [-0.407, -0.066, 0.484], [0.609, -0.163, -0.268], [-0.384, -0.026, 0.213], [0.381, -0.014, -0.148], [0.141, -0.152, -0.407], [-1.367, 2.709, 1.153], [0.315, 0.237, 0.143], [-0.277, -0.525, -0.191], [0.132, 0.406, -1.314], [0.298, -1.516, 1.104], [-0.167, 0.269, -0.424], [-0.931, -2.325, 0.052], [-1.118, -1.842, 2.878], [0.232, 0.723, -0.366], [0.869, 0.785, -0.619], [-0.110, -0.523, 0.286], [-1.033, -0.215, 0.893], [0.202, -1.578, -2.190], [0.371, 0.107, 0.095], [-0.110, -0.601, -0.344], [0.452, -0.210, 0.617], [0.659, -0.775, -0.001], [-0.836, 0.090, 0.379], [-0.034, -0.232, 0.636], [0.635, 0.127, 0.480], [1.423, -0.461, 0.927], [0.437, 0.262, -0.168], [-0.119, -0.840, -2.087], [-1.172, -0.619, 0.696], [-0.279, -0.059, -0.156], [-0.113, -1.192, 0.237], [0.126, -0.110, -0.962], [-1.552, -0.266, -0.160], [-1.202, 0.231, -0.423], [2.687, 0.890, 0.260], [0.213, -0.205, -0.124], [-0.687, 0.268, 0.527], [-1.073, -0.021, -0.496], [-1.549, -1.210, 0.465], [0.832, -1.166, -0.943], [0.738, 0.556, 0.658], [-0.672, -0.215, -0.701], [0.268, -0.387, -0.405], [0.303, 1.076, -0.680], [0.418, 0.330, -1.531], [0.471, -0.244, -0.747], [1.253, 0.092, 0.341], [0.066, -0.351, -0.239], [1.337, -0.834, -0.041], [-1.263, 0.455, 0.466], [0.291, 0.416, -0.039], [-0.859, 1.495, -0.501], [-0.889, 0.779, -0.600], [0.525, 2.143, -0.656], [-0.314, 0.679, 0.227], [-1.248, -0.193, 1.592], [-0.063, -1.531, 0.424], [-0.102, 0.106, -0.208], [0.918, -1.486, 0.238], [0.474, 0.038, 0.025], [0.233, 0.309, -0.555], [0.887, 2.839, -0.028], [1.204, -1.437, -1.255], [-0.022, 2.264, 0.778], [-0.834, 0.518, -0.371], [0.690, -0.912, 0.800], [0.117, 1.377, 1.742], [-0.382, -0.446, 0.170], [-0.605, -0.891, -0.206], [1.715, 2.145, -1.527], [0.367, -0.598, 1.233], [0.304, -0.335, -1.773], [1.349, -1.428, -0.516], [0.266, -0.258, 0.237], [-0.409, 0.267, 0.077], [-0.984, -1.409, 0.391], [-0.931, -0.099, -0.270], [-0.362, 0.341, -0.370], [2.281, -0.834, -1.565], [-0.609, 0.457, -0.107], [-0.976, -0.228, -0.187], [0.853, 0.476, -0.432], [1.404, -1.691, -1.434], [0.031, -0.724, -0.138], [-0.427, 0.317, -0.126], [-0.891, 1.606, -0.370], [-0.300, 0.331, -0.645], [0.441, -0.608, -0.264], [-0.099, 0.111, 0.084], [0.621, 0.965, -1.325], [-0.038, -0.308, -0.821], [0.251, -1.050, -1.390], [-0.004, 0.631, 0.324], [0.611, 0.215, 0.486], [-0.221, -0.409, 0.190], [-0.289, -0.076, -0.439], [-0.502, 0.852, -0.255], [-0.414, -0.583, -0.572], [-0.308, 0.214, 0.187], [-0.221, 0.052, 0.759], [-0.832, -1.442, 0.462], [-0.996, 1.762, 1.477], [0.565, 0.762, 0.271], [-0.018, -0.146, 0.507], [0.090, -0.515, 0.369], [0.028, 1.110, -0.819], [-0.328, -0.288, -0.266], [-4.332, 0.797, 2.482], [-1.204, 1.601, -0.511], [-1.718, 0.786, 1.405], [0.670, 0.254, 0.919], [0.072, -0.198, 0.259], [0.027, 0.790, 1.160], [-0.606, 0.049, -0.237], [0.384, 2.044, -1.586], [1.769, 0.239, 0.229], [-0.365, 0.231, 0.798], [1.414, 0.340, -2.535], [-0.739, -0.442, -0.625], [0.033, 0.232, 0.160], [-0.387, 0.483, 1.369], [0.246, -1.365, 0.691], [-1.260, -1.023, 0.202], [1.472, -0.117, -0.248], [-0.041, 0.105, -0.124], [0.103, -0.426, -0.197], [-3.720, -0.564, 0.636], [0.244, 0.468, 0.558], [-0.499, 0.585, -0.407], [0.819, 0.473, -0.444], [-0.264, 0.831, -0.143], [1.223, 0.355, -0.198], [0.505, 0.228, 0.202], [-0.051, 0.596, -0.467], [-0.242, 0.300, 0.150], [-1.310, 0.611, -0.843], [0.491, -2.665, 1.073]],
  "homo_energy_ev": -13.33,
  "lumo_ev": -4.344,
  "total_charge": 3,
  "max_force_ev_per_a": 5.06,
  "gap_ha": 0.330
}